No. 1
The following is a quantum chemistry calculation of a molecular structure, C17H28ClO3PRu, from the OMol25 dataset.

Geometry (Å):
C  0.1469  0.5289  -6.1166
C  1.5238  1.0781  -6.4237
C  -0.0798  -0.8247  -6.7555
C  -0.9481  1.5132  -6.4690
Cl  0.0682  0.2734  -4.2692
H  -0.0419  -0.7218  -7.8412
H  -1.0519  -1.2293  -6.4857
H  0.6851  -1.5356  -6.4538
H  1.6148  1.2438  -7.4985
H  2.3020  0.3829  -6.1195
H  1.6915  2.0255  -5.9180
H  -0.9392  1.6930  -7.5452
H  -0.8002  2.4642  -5.9638
H  -1.9269  1.1270  -6.1964
C  1.6153  -1.5954  1.9419
C  0.9698  -2.5002  1.0645
C  1.2684  -2.1230  -0.2699
H  0.3583  -3.3361  1.3603
C  2.1111  -0.9908  -0.2176
C  2.3216  -0.6641  1.1471
H  2.9303  0.1407  1.5242
H  1.6022  -1.6318  3.0180
H  0.9387  -2.6278  -1.1623
H  2.5298  -0.4782  -1.0666
C  -2.2419  0.8302  1.3767
C  -2.1607  -0.3682  2.1222
C  -2.2562  -1.4451  1.2075
H  -2.0777  -0.4473  3.1930
C  -2.3859  -0.9118  -0.1010
C  -2.3831  0.4964  0.0062
H  -2.4748  1.1965  -0.8056
H  -2.2185  1.8274  1.7812
H  -2.2348  -2.4917  1.4621
H  -2.4954  -1.4791  -1.0101
Ru  -0.1188  -0.3112  0.7071
C  -0.9858  -1.2574  5.0659
O  -1.0671  0.1776  4.7260
P  0.3252  0.3296  3.7808
O  0.8273  0.6014  5.4511
C  0.1732  1.5519  6.2864
O  1.7493  0.6119  3.1027
C  1.5374  1.8822  2.4677
H  -1.0058  -1.9354  4.1666
H  -1.8190  -1.5834  5.7089
H  -0.0428  -1.5655  5.5875
H  -0.5743  2.1784  5.7602
H  -0.3616  0.9599  7.0717
H  0.9125  2.1889  6.8007
H  0.9317  1.7608  1.5332
H  1.0566  2.6664  3.1098
H  2.5028  2.3264  2.1577

Properties
Multiplicity: 5
HOMO energy (spin up / spin down): -14.53 / -14.53 eV
Kohn-Sham gap (spin up / spin down): 6.2 / 4.3 eV
Net charge: +2
LUMO level (spin up / spin down): -0.3069 / -0.3757 Ha

No. 2
The following is a quantum chemistry calculation of a molecular structure, C52H74As3BrN5O3PbSb2, from the OMol25 dataset.

Geometry (Å):
Pb  -0.2045  0.7148  -0.2203
O  -4.5371  3.4457  -1.3228
C  -5.2878  2.6005  -0.5669
C  -6.6591  2.5925  -0.7919
C  -7.4708  1.7037  -0.1121
C  -6.9219  0.7853  0.7754
C  -5.5577  0.7957  0.9999
C  -4.7310  1.7228  0.3729
C  -3.2327  1.6390  0.5118
O  -2.7279  0.7333  1.4438
N  -2.6354  2.9646  0.6644
N  -1.2710  2.9650  0.8121
C  -0.7028  3.9862  1.3298
C  0.7061  4.1330  1.6116
Br  1.8614  2.6255  1.2771
C  1.2056  5.2744  2.1163
C  2.5410  5.5889  2.6032
C  3.3074  4.6981  3.3622
C  4.5444  5.0809  3.8482
C  5.0498  6.3426  3.5629
C  4.2949  7.2395  2.8198
C  3.0395  6.8760  2.3686
H  -3.6607  3.5648  -0.9309
H  -7.0679  3.2896  -1.5113
H  -8.5391  1.7200  -0.2810
H  -7.5503  0.0636  1.2794
H  -5.1046  0.0615  1.6508
H  -2.8736  1.2827  -0.4745
H  -3.1520  3.6098  1.2577
H  -1.3135  4.8394  1.6379
H  0.5065  6.1081  2.1399
H  2.9062  3.7292  3.6280
H  5.1176  4.3978  4.4615
H  6.0209  6.6356  3.9385
H  4.6775  8.2288  2.6097
H  2.4389  7.5841  1.8102
C  5.0561  -2.2861  1.7079
Sb  3.2759  -1.1225  2.0242
C  4.3540  0.5016  2.9291
C  2.7098  -2.3315  3.9578
C  2.9374  -1.4791  5.0783
C  4.2471  -1.2839  5.5596
C  4.5334  -0.3235  6.4920
C  3.5181  0.5209  7.0275
C  2.2325  0.3121  6.6783
C  1.8716  -0.7597  5.7706
C  0.5913  -1.1851  5.7427
Sb  -2.7891  0.8733  3.5456
C  -4.8759  0.8772  4.0929
C  -2.6762  3.0071  3.8886
H  5.5214  -2.5027  2.6687
H  5.7370  -1.6761  1.1126
H  4.8326  -3.2239  1.2020
H  5.1883  0.1122  3.5076
H  3.7052  1.1053  3.5620
H  4.7413  1.1168  2.1156
H  3.4351  -3.1334  3.8502
H  1.6919  -2.6492  3.7599
H  5.0398  -1.9014  5.1554
H  5.5550  -0.1848  6.8233
H  3.7842  1.2957  7.7329
H  1.4334  0.8947  7.1197
H  -0.1514  -0.7098  6.3693
H  0.2758  -2.0710  5.2076
H  -4.8897  1.1642  5.1469
H  -5.3259  -0.1079  3.9933
H  -5.4340  1.6061  3.5113
H  -2.6688  3.1288  4.9734
H  -3.5610  3.5040  3.4940
H  -1.7653  3.4429  3.4870
C  -1.5812  -2.7105  1.6704
As  -1.2480  -2.0405  -0.1382
C  -0.2640  -3.6017  -0.7962
C  -3.0917  -2.2732  -0.8071
C  -3.4247  -2.0879  -2.2919
C  -4.9109  -2.4267  -2.4677
C  -3.2884  -0.6223  -2.7536
As  -1.5856  0.3737  -2.6999
C  -0.4928  -0.3370  -4.1527
C  -2.2639  1.9934  -3.5587
C  -2.5503  -2.9706  -3.1928
As  -2.5142  -4.9872  -3.2150
C  -3.5404  -5.6288  -1.6591
C  -3.9075  -5.2864  -4.5559
H  -1.7288  -3.7891  1.6412
H  -2.4670  -2.2338  2.0865
H  -0.7286  -2.4827  2.3120
H  -0.9361  -4.4505  -0.9132
H  0.5132  -3.8501  -0.0731
H  0.2093  -3.3884  -1.7517
H  -3.6848  -1.5720  -0.2097
H  -3.3772  -3.2819  -0.5006
H  -5.5332  -1.7747  -1.8498
H  -5.1134  -3.4563  -2.1810
H  -5.2149  -2.2966  -3.5079
H  -3.9919  0.0038  -2.1919
H  -3.5814  -0.5698  -3.8051
H  -1.1356  -0.6800  -4.9622
H  0.1414  -1.1562  -3.8152
H  0.1451  0.4680  -4.5150
H  -3.1297  1.7481  -4.1716
H  -1.4917  2.4092  -4.2047
H  -2.5641  2.7467  -2.8328
H  -1.5051  -2.6762  -3.0504
H  -2.7938  -2.7375  -4.2345
H  -3.0517  -5.4023  -0.7119
H  -3.5731  -6.7138  -1.7580
H  -4.5659  -5.2651  -1.6413
H  -3.6039  -4.8801  -5.5195
H  -4.8556  -4.8391  -4.2576
H  -4.0517  -6.3592  -4.6770
C  1.5732  -3.7208  -6.2988
C  2.4258  -3.1605  -5.1951
C  3.0889  -1.9456  -5.3336
C  3.9053  -1.4363  -4.3334
C  4.0600  -2.1375  -3.1438
N  4.8673  -1.7179  -2.0546
C  5.4268  -0.5351  -1.6846
O  6.1654  -0.4489  -0.7240
N  5.1395  0.5925  -2.4877
C  3.9026  1.1985  -2.5564
C  3.7340  2.3913  -3.2688
C  2.4873  2.9810  -3.3177
C  1.4344  2.3928  -2.6366
N  1.5876  1.2666  -1.9394
C  2.7803  0.6748  -1.9107
C  3.4161  -3.3654  -2.9988
C  2.6206  -3.8710  -4.0120
H  1.0973  -2.9295  -6.8786
H  0.8039  -4.3849  -5.9046
H  2.1901  -4.3042  -6.9857
H  2.9953  -1.3950  -6.2625
H  4.4446  -0.5179  -4.5104
H  5.1742  -2.4698  -1.4558
H  5.9327  1.2083  -2.5935
H  4.5786  2.8361  -3.7806
H  2.3353  3.8995  -3.8672
H  0.4504  2.8501  -2.6141
H  2.8494  -0.2343  -1.3237
H  3.5624  -3.9426  -2.0909
H  2.1571  -4.8432  -3.8916

Properties
Multiplicity: 1
HOMO energy: -13.96 eV
Kohn-Sham gap: 5.0 eV
Net charge: +3
LUMO level: -0.3283 Ha
Energy above the lowest of the compared OMol25 structures with the same formula, charge and spin: 52.38 kJ/mol

No. 3
The following is a quantum chemistry calculation of 9 unconnected molecules or ions with the total composition C17H52N10O9, from the OMol25 dataset.

Geometry (Å):
C  24.2530  -0.5597  11.7351
C  24.0503  -0.3112  13.1948
C  24.9270  -1.2947  14.0223
O  24.4966  0.9917  13.5115
H  23.8079  -1.4821  11.3620
H  25.3203  -0.6644  11.5403
H  23.7417  0.1555  11.0908
H  22.9668  -0.2766  13.3085
H  25.0867  -0.9293  15.0367
H  25.8968  -1.4370  13.5453
H  24.4076  -2.2266  14.2457
H  25.3882  0.9393  13.8635
C  20.2407  -4.0688  12.6667
C  19.3451  -4.3719  13.8821
C  19.9424  -3.4862  15.0436
O  18.1078  -3.9610  13.5375
H  21.2430  -4.4144  12.9195
H  20.2305  -3.0096  12.4099
H  19.9348  -4.6288  11.7830
H  19.2032  -5.4286  14.1092
H  19.3315  -3.5887  15.9405
H  19.8493  -2.4472  14.7274
H  20.9691  -3.6964  15.3433
H  17.8811  -4.4524  12.7446
C  16.0864  0.5614  15.7681
C  16.4957  1.7667  14.8882
C  16.7038  1.3576  13.3699
O  15.5776  2.7946  14.9939
H  16.8052  -0.2554  15.7040
H  15.2097  0.3005  15.1753
H  15.7633  0.8837  16.7580
H  17.3467  2.3121  15.2959
H  15.8819  0.8121  12.9062
H  17.5839  0.7169  13.3145
H  17.0151  2.2220  12.7833
H  15.8869  3.4823  14.3997
C  27.2739  5.9114  7.5702
C  26.0346  5.4541  8.4114
C  25.6156  6.5895  9.4356
O  24.9682  5.2553  7.4588
H  26.9342  6.7704  6.9917
H  27.5349  5.2766  6.7235
H  28.1055  6.1972  8.2144
H  26.3639  4.5384  8.9025
H  26.3514  6.8324  10.2022
H  24.8303  6.2347  10.1030
H  25.3363  7.5396  8.9801
H  24.3459  4.6772  7.9062
C  15.6712  -2.4571  9.2130
O  16.6192  -1.7164  9.1085
N  15.1650  -3.2421  8.3094
N  15.0179  -2.4216  10.2742
H  14.3046  -3.7179  8.5405
H  15.7406  -3.2720  7.4800
H  14.2281  -3.0473  10.3432
H  15.5462  -1.9872  11.0174
C  14.1017  1.7804  4.6335
O  15.0853  1.7139  3.9734
N  12.9833  2.4183  4.5282
N  13.9946  1.1702  5.8203
H  12.7752  2.9992  3.7285
H  12.2345  2.4021  5.2057
H  13.1042  1.3225  6.2719
H  14.7720  0.8932  6.4025
C  19.7464  7.5156  6.6613
O  19.2383  8.1827  5.7602
N  20.9733  7.6600  6.9684
N  19.1389  6.7197  7.4480
H  21.4680  7.0806  7.6315
H  21.4281  8.5373  6.7598
H  19.6204  6.0111  7.9829
H  18.1367  6.6179  7.3739
C  20.0533  2.2846  8.5980
O  20.8705  3.1181  8.6130
N  20.0230  1.2729  9.4254
N  19.0221  2.2952  7.7822
H  19.2674  0.6251  9.2536
H  20.6595  1.1778  10.2038
H  18.3559  1.5630  7.9824
H  18.7888  3.1942  7.3854
C  18.4862  4.8109  1.5993
O  19.1182  5.4714  0.8430
N  18.1944  5.0936  2.8808
N  18.0552  3.6409  1.2446
H  17.5025  4.5114  3.3306
H  18.3158  6.0076  3.2932
H  18.3390  3.3730  0.3131
H  17.7012  3.0043  1.9443

Properties
Multiplicity: 1
SMILES: NC(N)=O.NC(N)=O.NC(N)=O.NC(N)=O.NC(N)=O.CC(C)O.CC(C)O.CC(C)O.CC(C)O
HOMO energy: -9.19 eV
Kohn-Sham gap: 9.1 eV
LUMO level: -0.0026 Ha
Energy above the lowest of the compared OMol25 structures with the same formula, charge and spin: 584.39 kJ/mol

No. 4
The following is a quantum chemistry calculation of 2 unconnected molecules or ions with the total composition C3H9N, from the OMol25 dataset.

Geometry (Å):
C  -2.8027  0.5646  0.4996
H  -1.9059  0.1505  0.0404
H  -3.4487  -0.1690  0.9644
H  -2.5163  1.3232  1.2207
H  -3.2685  1.0857  -0.3394
C  1.0289  -0.0496  1.0406
C  1.5294  -0.0004  -0.2026
N  0.9590  -0.5653  -1.3326
H  0.2362  -0.7196  1.3327
H  1.5589  0.5552  1.7615
H  2.3056  0.6992  -0.4958
H  0.0964  -1.0789  -1.2588
H  1.5857  -0.8572  -2.0586

Properties
Multiplicity: 1
SMILES: C=CN.C
HOMO energy: -8.25 eV
Kohn-Sham gap: 9.4 eV
LUMO level: 0.0414 Ha
Energy above the lowest of the compared OMol25 structures with the same formula, charge and spin: 89.25 kJ/mol

No. 5
The following is a quantum chemistry calculation of a molecular structure, C4H4O5Yb, from the OMol25 dataset.

Geometry (Å):
O  -0.8298  1.1883  0.3718
C  0.1751  0.2506  0.1184
C  -2.0696  0.6662  0.1125
O  0.5995  0.2428  -1.0935
O  -1.1303  -0.9704  0.1751
C  -2.4194  -1.0588  0.0760
H  -2.3467  0.9461  -0.9258
H  -2.7789  1.1287  0.8208
H  -2.8271  -1.3255  -0.9154
H  -2.8970  -1.5006  0.9749
Yb  2.9965  0.2340  -0.4082
O  1.0578  0.1856  1.0466
C  5.6794  0.0317  -0.2312
O  6.7906  -0.0186  -0.1221

Properties
Multiplicity: 2
HOMO energy (spin up / spin down): -23.70 / -23.07 eV
Kohn-Sham gap (spin up / spin down): 7.6 / 6.1 eV
Net charge: +3
LUMO level (spin up / spin down): -0.5922 / -0.6238 Ha
Energy above the lowest of the compared OMol25 structures with the same formula, charge and spin: 445.93 kJ/mol

No. 6
The following is a quantum chemistry calculation of a molecular structure, C32H65AuN2OSbSi6, from the OMol25 dataset.

Geometry (Å):
Au  -0.8438  0.6388  1.1161
C  1.2551  -1.4857  2.7692
Sb  0.9595  -2.1465  0.7566
C  -0.7771  -1.0511  -0.0425
C  -0.7229  -0.7833  -1.5146
C  0.0726  0.2103  -2.0936
C  0.0422  0.4000  -3.4621
C  -0.7970  -0.3909  -4.2332
C  -1.5744  -1.3329  -3.5807
N  -1.5375  -1.5327  -2.2659
Si  -2.2620  -2.1651  0.4496
C  -2.1840  -3.9082  -0.2333
C  -3.8701  -1.3209  0.0120
C  -2.2260  -2.3625  2.3256
C  2.9628  -2.7384  -0.0959
C  3.3700  -1.3435  -0.3807
C  4.5633  -0.8977  -0.9511
C  4.7959  0.4618  -1.0293
C  3.8523  1.3631  -0.5385
C  2.6880  0.8573  -0.0067
N  2.4606  -0.4571  0.0510
Si  4.0488  -3.5352  1.2653
C  5.5191  -4.4181  0.5173
C  4.7371  -2.1922  2.3730
C  3.0045  -4.7379  2.2643
Si  2.6975  -3.8650  -1.6167
C  4.2103  -3.8356  -2.7167
C  2.2984  -5.5931  -1.0271
C  1.2489  -3.2532  -2.6196
H  0.2782  -1.2236  3.1698
H  1.9108  -0.6171  2.7776
H  1.6861  -2.2923  3.3582
H  0.6828  0.8428  -1.4671
H  0.6524  1.1686  -3.9206
H  -0.8616  -0.2728  -5.3056
H  -2.2616  -1.9607  -4.1375
H  -2.2618  -3.9228  -1.3187
H  -3.0074  -4.4943  0.1839
H  -1.2566  -4.4131  0.0545
H  -3.9902  -1.2110  -1.0652
H  -3.9254  -0.3293  0.4682
H  -4.7098  -1.9085  0.3916
H  -1.3650  -2.9302  2.6900
H  -3.1126  -2.9298  2.6223
H  -2.2559  -1.4071  2.8559
H  5.2926  -1.6112  -1.3084
H  5.7186  0.8265  -1.4619
H  4.0180  2.4300  -0.5736
H  1.9015  1.4939  0.3825
H  6.1644  -3.7366  -0.0415
H  5.2448  -5.2428  -0.1406
H  6.1179  -4.8329  1.3326
H  5.2781  -1.4318  1.8060
H  5.4489  -2.6433  3.0690
H  3.9747  -1.6912  2.9691
H  2.0535  -4.9780  1.7850
H  2.7893  -4.3453  3.2598
H  3.5390  -5.6802  2.4010
H  5.1340  -4.1028  -2.2038
H  4.3408  -2.8539  -3.1774
H  4.0650  -4.5526  -3.5287
H  3.0756  -6.0476  -0.4121
H  2.1494  -6.2357  -1.8984
H  1.3662  -5.6056  -0.4564
H  1.3388  -2.1986  -2.8930
H  0.2948  -3.3913  -2.1047
H  1.1930  -3.8273  -3.5486
C  -0.5552  2.1583  3.7548
O  -1.0290  2.3502  2.4139
Si  -2.4869  3.2221  2.1025
C  -3.8321  2.1154  2.7545
C  -2.4201  4.7917  3.1046
C  -2.4102  3.5517  0.2978
Si  -3.7831  3.1760  -0.9283
C  -5.3905  2.6492  -0.1244
C  -3.2091  1.7891  -2.0484
C  -4.1780  4.7040  -1.9410
Si  -0.9533  4.5620  -0.3246
C  0.5905  4.3508  0.7275
C  -1.4423  6.3699  -0.2608
C  -0.4637  4.0842  -2.0699
H  -0.5504  3.1121  4.2819
H  0.4623  1.7757  3.7042
H  -1.1847  1.4455  4.2903
H  -3.6610  1.9265  3.8180
H  -3.8514  1.1516  2.2411
H  -4.8193  2.5680  2.6603
H  -2.5109  4.5991  4.1755
H  -3.2566  5.4353  2.8213
H  -1.5010  5.3538  2.9303
H  -5.3209  1.6946  0.3971
H  -6.1348  2.5331  -0.9169
H  -5.7755  3.3972  0.5717
H  -2.9248  0.9112  -1.4656
H  -2.3565  2.0724  -2.6657
H  -4.0277  1.4980  -2.7124
H  -4.5520  5.5116  -1.3080
H  -4.9679  4.4553  -2.6543
H  -3.3302  5.0865  -2.5096
H  0.4897  4.8074  1.7142
H  1.4271  4.8424  0.2238
H  0.8444  3.3014  0.8791
H  -1.7089  6.6768  0.7523
H  -2.2892  6.5874  -0.9116
H  -0.6017  6.9890  -0.5848
H  -0.1364  3.0430  -2.1140
H  0.3732  4.7136  -2.3840
H  -1.2657  4.2119  -2.7971

Properties
Multiplicity: 3
HOMO energy (spin up / spin down): -9.62 / -10.95 eV
Kohn-Sham gap (spin up / spin down): 7.3 / 7.0 eV
Net charge: +1
LUMO level (spin up / spin down): -0.0847 / -0.1462 Ha
Energy above the lowest of the compared OMol25 structures with the same formula, charge and spin: 0.00 kJ/mol